1.
The following is a quantum chemistry calculation of a structure of composition C43H37AsBrCl3IrN4O4S, from the OMol25 dataset.

Properties
Energy above the lowest of the compared OMol25 structures with the same formula, charge and spin: 14.37 kcal/mol
Max |F|: 0.921 eV/A
Gap between HOMO and LUMO: 7.77 eV
HOMO level: -10.7 eV
Net charge: +1

Each line ends with the Löwdin charge.
CARTESIAN COORDINATES (ANGSTROEM)
C  -0.35267  -1.09271  -6.99913  -0.025
N  1.70798  1.70875  -1.64313  0.049
C  0.61178  -1.64655  -7.82104  -0.061
H  -0.30315  -6.01535  -3.24770  0.110
C  0.22358  -4.26137  -0.40437  -0.123
As  0.04684  -1.43940  0.27553  1.347
C  -1.56110  -1.08421  4.11150  -0.079
C  4.05296  -2.65071  0.77421  -0.071
H  0.57592  -4.40855  0.60991  0.114
H  -1.57839  -3.79909  1.36996  0.099
C  -0.94909  -1.80866  1.89922  -0.353
H  3.78655  5.38797  1.18873  0.121
H  6.00421  4.39986  1.65695  0.109
H  2.97948  -2.31039  -5.49845  0.110
H  5.41686  -2.22164  2.37109  0.110
H  -1.29627  -0.76631  -7.41727  0.119
C  4.43007  1.66261  0.47201  -0.026
H  2.41026  0.27703  -0.24768  0.104
H  -0.90058  -3.75840  -4.06064  0.109
Cl  -5.34797  0.97805  0.30895  0.656
C  -0.98122  -0.82013  2.88163  -0.135
Cl  -5.39716  -1.75136  -0.64069  0.668
C  5.21463  3.77913  1.25646  -0.068
O  1.79437  4.17598  0.13104  0.012
C  -4.26744  2.46123  4.95999  -0.059
C  -0.58526  -3.90177  -3.03574  -0.061
H  -0.83351  -1.83656  -2.51850  0.066
H  6.43396  2.01079  1.15375  0.104
C  3.16890  2.20128  0.23772  -0.112
H  1.27409  -1.34306  -4.03161  0.101
C  2.95756  3.55667  0.47502  -0.256
C  2.07532  1.31483  -0.26592  -0.406
H  0.42050  -6.33219  -0.90519  0.111
C  0.15272  -5.34702  -1.26246  -0.062
Ir  -0.72678  0.83952  -0.44480  1.006
C  5.45989  2.44128  0.97187  -0.078
C  -0.24971  -5.16684  -2.57945  -0.063
H  1.21789  3.54803  -0.34350  0.016
N  0.52415  1.08995  -2.00415  -0.187
O  0.91888  1.48436  0.52494  -0.351
C  -0.12047  -0.94190  -5.62843  -0.221
O  -2.50378  0.50436  0.60776  -0.302
C  -1.18608  -0.33451  -4.82865  -0.081
H  -1.57752  -0.31799  4.87359  0.108
C  2.24788  -1.04974  2.14434  -0.096
H  1.56472  -0.41453  2.68842  0.094
H  1.07675  0.99698  -3.95581  0.146
H  -0.55871  0.16191  2.69280  0.096
C  -3.22621  3.36062  3.00135  -0.229
C  1.86532  -1.65580  0.95104  -0.355
H  -3.79983  1.30909  3.20449  0.076
H  -2.84620  5.48116  3.02722  0.121
C  2.05093  -1.95225  -5.92193  -0.064
C  4.42575  -2.05888  1.97063  -0.075
O  -2.59968  -1.19322  -0.83736  -0.081
C  0.27422  0.84740  -3.23750  -0.158
H  -2.59109  -4.25986  3.55470  0.112
C  -4.20569  3.70660  5.56829  -0.071
C  -1.55172  -3.03763  2.13770  -0.094
H  -2.56883  -2.53794  5.32725  0.109
H  -2.19789  -0.48704  -5.18639  0.119
C  3.97347  4.33872  1.00837  -0.002
H  -3.26691  2.45926  1.10899  0.072
H  0.17587  4.41994  1.50187  0.095
C  3.52235  -1.25403  2.65098  -0.064
H  2.56652  -2.52184  -7.92334  0.110
C  -1.60846  3.52790  1.16074  -0.717
C  -3.10259  -0.47474  0.00845  -0.859
H  2.50330  -2.92960  -0.66907  0.100
H  -4.69946  1.61944  5.48390  0.112
Cl  -4.63386  -1.21462  2.08694  0.691
C  -1.02781  0.42421  -3.74050  -0.608
C  -0.12146  -2.99036  -0.85794  -0.366
H  -4.58951  3.84244  6.56891  0.110
C  1.09092  -1.38803  -5.09735  -0.055
C  2.77706  -2.45145  0.26360  -0.109
C  -3.18865  4.62058  3.58692  -0.037
S  -1.26034  3.19816  -0.52100  0.666
H  0.42071  -1.75010  -8.88002  0.111
C  -2.13246  -3.29761  3.37256  -0.087
N  -0.73554  4.20035  1.88751  0.181
H  3.80938  -0.77706  3.57829  0.113
C  -2.12663  -2.32900  4.36248  -0.087
Br  -2.55100  1.22819  -2.90501  0.872
N  -2.77259  3.14856  1.67118  0.082
C  -3.66860  4.78253  4.87835  -0.064
H  -3.64433  5.76352  5.33217  0.112
H  4.74934  -3.27982  0.23596  0.109
C  -4.57710  -0.62558  0.42230  -1.485
C  -3.77263  2.28057  3.67850  -0.015
C  1.81743  -2.07783  -7.28276  -0.065
H  -0.91248  4.39938  2.86013  0.112
C  -0.52666  -2.81571  -2.17394  -0.113
H  2.42650  1.63587  -2.35915  0.156
H  4.58535  0.60588  0.28845  0.110

Forces on atoms 1 to 3 (eV/Å):
C 0.0 -0.1 0.0
N -0.3 0.0 0.0
C 0.0 0.0 0.0

2.
The following is a quantum chemistry calculation of a structure of composition C35H41N9O3Ti, from the OMol25 dataset.

Properties
Energy above the lowest of the compared OMol25 structures with the same formula, charge and spin: 0.00 kcal/mol
Max |F|: 1.124 eV/A
Gap between HOMO and LUMO (spin up / spin down): 6.41 / 6.41 eV
HOMO level (spin up / spin down): -6.6 / -6.6 eV
Net charge: 0

Each line ends with the Löwdin charge.
CARTESIAN COORDINATES (ANGSTROEM)
H  7.56098  -4.87514  -3.33544  0.118
H  0.76600  -2.89287  -3.35310  0.081
C  3.42627  -0.05675  -3.27826  -0.008
N  2.20720  0.15978  -1.42546  0.015
C  -1.38329  -5.22546  -0.24917  -0.082
H  3.07700  1.18020  0.83804  0.068
N  7.23153  -2.13293  -4.05571  0.080
C  6.25691  -2.01530  -2.02890  -0.171
H  1.54751  2.53579  -2.68252  0.071
C  -0.30018  -4.94331  -1.07135  -0.059
C  -1.46761  5.35386  -0.87167  -0.076
H  -3.27820  -1.85780  1.08882  0.092
H  0.37135  -5.73786  -1.37736  0.106
H  -3.89162  1.98612  -1.64166  0.088
C  0.13248  3.64359  -1.47825  -0.205
H  5.28331  -1.80016  -0.08561  0.090
H  -3.88769  2.29194  0.09288  0.087
C  -2.44044  4.38383  -0.71695  -0.046
C  -2.06054  -2.90075  -0.34305  -0.207
N  4.22830  0.33216  -2.21465  0.003
H  2.15485  -1.01870  1.37046  0.094
H  -1.12732  0.64215  3.12995  0.129
C  -2.25752  -4.20950  0.09641  -0.043
H  6.71840  -5.70711  -1.15559  0.105
H  -3.44147  4.66230  -0.40552  0.112
H  -3.11416  -4.42382  0.72570  0.117
C  2.17828  -0.15578  -2.77136  -0.106
H  0.58061  5.72812  -1.38340  0.107
H  0.25738  -3.23059  1.07292  0.098
C  7.07245  -4.21574  -2.63060  -0.007
C  -1.99268  -1.48264  -3.57350  -0.017
N  -0.60203  -1.26980  -1.45557  -0.051
N  6.84263  -0.93157  -3.88182  0.055
N  -0.56225  1.27919  -1.49711  -0.029
C  5.95664  -3.79110  -0.51311  -0.074
O  0.85974  1.50115  0.87519  -0.189
H  -2.86397  1.02492  -0.59494  0.041
C  5.76999  -2.45965  -0.79001  -0.008
Ti  0.39951  0.00811  -0.25816  1.078
C  3.93343  0.94846  0.20241  0.008
C  -2.15175  3.03904  -0.93031  -0.203
H  4.50449  1.86975  0.08330  0.098
H  4.57456  0.22020  0.70342  0.077
H  2.27488  -2.21918  0.26876  0.092
C  6.88600  -2.86189  -2.92415  -0.226
O  -0.27451  3.01786  2.10755  0.111
N  1.61041  -1.63686  0.77014  0.004
O  -0.78686  -1.71468  3.34486  0.046
C  3.44864  0.45945  -1.11891  -0.342
H  -1.62594  -1.32713  -4.59176  0.080
C  -3.25342  2.02546  -0.75435  -0.027
C  6.60066  -4.66579  -1.42240  -0.076
H  -2.71017  -0.85519  -0.24179  0.037
H  -1.93763  -2.55181  -3.36481  0.078
H  -1.55074  -6.23463  0.10601  0.102
C  0.72814  -2.44478  1.66053  -0.107
C  5.67538  0.44397  -2.27138  -0.051
C  1.53383  3.28462  -1.88778  -0.026
C  -1.21534  -0.68225  -2.56502  -0.335
H  1.27060  -2.89893  2.48667  0.126
H  1.62383  -4.28420  -2.68094  0.080
H  2.07848  2.87749  -1.03452  0.064
N  6.25887  -0.81184  -2.66545  -0.065
H  -3.04844  -1.19872  -3.57038  0.087
H  5.60398  -4.18719  0.43059  0.106
C  -1.68312  1.42557  -3.79478  -0.018
C  -0.19064  4.97675  -1.25616  -0.045
C  -0.13490  1.90124  1.70030  -0.551
C  1.09964  -3.36276  -2.42498  -0.030
C  -0.85278  2.67025  -1.30515  -0.222
C  -3.06806  -1.84420  0.01792  -0.022
H  2.06347  4.17184  -2.23763  0.079
H  3.82606  -0.23125  -4.26217  0.129
C  -0.32077  -1.51262  2.23371  -0.532
C  -1.15436  0.66378  -2.60955  -0.329
H  -1.69840  6.39613  -0.69070  0.101
H  -2.75796  1.27078  -3.92794  0.082
H  6.03828  0.74718  -1.29362  0.135
C  -1.09165  0.75413  2.04600  -0.091
C  -0.06291  -3.64688  -1.51230  -0.230
C  -0.93084  -2.61787  -1.11628  -0.242
H  -2.09130  1.03721  1.70978  0.119
H  -1.20129  1.10614  -4.72190  0.080
N  -0.58931  -0.46357  1.41692  -0.081
H  5.97606  1.17793  -3.01336  0.143
H  1.81945  -2.67311  -1.98187  0.049
H  -4.00838  -2.02260  -0.51184  0.093
H  1.24939  -0.40139  -3.25876  0.106
H  -1.51883  2.49830  -3.68744  0.082

Forces on atoms 1 to 3 (eV/Å):
H 0.0 0.0 0.0
H 0.0 0.0 0.0
C 0.1 0.0 0.2

3.
The following is a quantum chemistry calculation of an isolated molecule of C3H5NO2, from the OMol25 dataset.

Properties
Energy above the lowest of the compared OMol25 structures with the same formula, charge and spin: 85.32 kcal/mol
Max |F|: 0.974 eV/A
Gap between HOMO and LUMO: 9.99 eV
SMILES: NOCC=C=O
HOMO level: -9.1 eV
Net charge: 0

Each line ends with the Löwdin charge.
CARTESIAN COORDINATES (ANGSTROEM)
O  -2.20548  -0.48823  -0.85706  0.180
H  0.02297  -1.65721  1.81111  0.088
H  -0.88756  -0.41756  1.35247  0.069
C  -1.30151  0.25112  -0.82238  -0.219
C  -0.24291  1.02434  -0.69992  -0.065
H  1.51427  -0.03134  -1.39636  0.122
N  0.09262  -0.71395  1.44644  0.048
C  1.01147  0.21730  -0.45529  -0.231
H  -0.33316  2.10056  -0.69521  0.109
O  0.59500  -1.00567  0.12253  -0.218
H  1.73430  0.72065  0.19367  0.118

Forces on atoms 1 to 3 (eV/Å):
O 0.6 0.7 -0.1
H 0.1 -0.1 0.3
H 0.4 -0.1 -0.2

4.
The following is a quantum chemistry calculation of a structure of composition C17H25N4OPtS, from the OMol25 dataset.

Properties
Energy above the lowest of the compared OMol25 structures with the same formula, charge and spin: 34.29 kcal/mol
Max |F|: 4.919 eV/A
Gap between HOMO and LUMO: 6.20 eV
HOMO level: -10.3 eV
Net charge: +1

Each line ends with the Löwdin charge.
CARTESIAN COORDINATES (ANGSTROEM)
H  -1.75281  3.12104  0.31922  0.098
S  4.23619  2.45674  0.95902  1.042
H  -3.82251  0.57774  -0.29898  0.091
C  -2.90491  1.22714  2.62962  -0.044
H  1.04629  -5.27236  -0.63558  0.098
C  2.52769  2.26654  0.75292  -0.541
H  -0.32291  -2.80736  -3.74328  0.101
H  -2.56431  0.76884  -1.52578  0.081
H  5.42829  0.30454  1.01132  0.064
N  0.21099  -1.36476  0.36232  -0.017
H  0.94329  -0.69106  -3.37138  0.098
H  0.08229  0.22264  -2.10808  0.066
N  0.23989  2.69314  0.55012  -0.080
H  -2.81361  -0.80766  -0.72188  0.104
H  -1.52341  -1.64176  -3.14038  0.093
C  -0.64241  4.91964  0.62672  -0.043
H  -1.38581  -3.23926  -2.39878  0.085
O  -2.21411  0.30454  1.78602  -0.164
C  -0.82331  -2.42946  -2.85008  -0.046
H  0.30899  -1.76366  1.29372  0.079
H  3.22179  -1.04186  0.68182  0.093
N  0.13659  -1.89326  -1.90428  -0.163
N  -0.11421  -3.57346  -0.34588  -0.159
H  2.71429  4.98654  1.08732  0.112
H  0.38949  -4.17376  1.61272  0.102
C  -1.89721  0.70124  0.52612  -0.301
Pt  0.16049  0.65694  0.42362  1.136
H  -1.50921  5.55764  0.57062  0.107
H  -0.34751  -5.18016  -1.71708  0.096
C  -0.77641  3.55744  0.49332  -0.137
H  1.05779  -4.13106  -1.98628  0.097
C  0.07819  -2.25346  -0.59448  -0.418
C  4.44119  0.70964  0.90482  -0.352
C  1.71329  4.62444  0.90602  -0.007
H  0.75909  6.53234  0.97772  0.117
C  1.52929  3.22874  0.73842  -0.258
C  0.64359  5.46894  0.84902  -0.035
C  -0.48581  -4.04356  0.96922  -0.043
H  -0.97441  -5.01026  0.85612  0.099
C  -2.80941  0.28194  -0.58328  -0.044
H  -2.20591  1.85674  3.18722  0.100
H  -3.47821  0.62064  3.32972  0.101
C  0.43119  -4.59126  -1.22578  -0.041
C  0.74049  -0.64466  -2.30258  -0.069
H  1.68349  -0.50756  -1.76888  0.080
H  -3.57971  1.85994  2.04802  0.096
C  2.15739  0.87304  0.62202  -0.339
C  3.25649  0.03404  0.72002  -0.224
H  -1.18991  -3.35126  1.42792  0.093

Forces on atoms 1 to 3 (eV/Å):
H 0.0 0.1 0.0
S -0.3 -1.5 0.0
H -0.4 -0.3 -0.2

5.
The following is a quantum chemistry calculation of a structure of composition C7H7AsNO2ReS5, from the OMol25 dataset.

Properties
Energy above the lowest of the compared OMol25 structures with the same formula, charge and spin: 0.00 kcal/mol
Max |F|: 0.970 eV/A
Gap between HOMO and LUMO (spin up / spin down): 6.18 / 6.16 eV
HOMO level (spin up / spin down): -15.5 / -15.5 eV
Net charge: +2

Each line ends with the Löwdin charge.
CARTESIAN COORDINATES (ANGSTROEM)
S  -2.14795  -2.73357  -1.09782  -0.018
O  0.27077  1.78960  -1.46433  0.018
C  0.96731  -0.57888  3.54331  0.000
C  1.79958  0.63221  1.18760  -0.053
N  0.75371  -0.19616  1.18164  -0.162
Re  -0.62412  -0.97038  -0.26387  0.942
H  2.09505  1.08444  0.24984  0.128
C  -0.20699  0.63366  -1.35538  -0.565
H  1.30578  1.77401  -3.27963  0.117
H  -0.43209  2.23847  -3.38901  0.113
C  0.34671  -0.77835  2.32833  -0.644
C  2.06547  0.28486  3.54668  0.020
H  0.61757  -1.06878  4.43917  0.136
O  -0.47411  -0.23420  -2.21083  -0.093
H  3.32634  1.56223  2.36247  0.132
C  2.48074  0.89204  2.37284  0.007
C  0.49146  2.33464  -2.82593  0.079
H  2.58990  0.47773  4.47139  0.138
S  -1.04942  -1.73314  1.84622  0.749
S  -2.19978  -2.99894  -3.11379  0.060
H  0.75557  3.37385  -2.65864  0.115
S  -5.30071  -2.02239  -1.81038  0.055
As  -4.56284  -2.86913  -3.46849  0.528
S  -2.86794  -0.89382  -0.59138  0.200

Forces on atoms 1 to 3 (eV/Å):
S 0.0 -0.1 0.0
O -0.1 0.4 0.1
C -0.3 -0.1 -0.5

6.
The following is a quantum chemistry calculation of a cluster of 2 separate species, C3H10NO2 in total, from the OMol25 dataset.

Properties
Energy above the lowest of the compared OMol25 structures with the same formula, charge and spin: 37.22 kcal/mol
Max |F|: 2.364 eV/A
Gap between HOMO and LUMO: 10.64 eV
HOMO level: -14.1 eV
Net charge: +1

Each line ends with the Löwdin charge.
CARTESIAN COORDINATES (ANGSTROEM)
C  -0.83705  -0.81986  -0.40470  -0.059
H  2.25185  0.29654  2.47678  0.076
C  -0.43318  1.29873  -1.52284  0.007
O  -0.79133  -2.79294  0.99241  0.134
H  -0.00148  -1.02068  1.58013  0.093
H  0.41739  0.79637  0.34288  0.141
O  1.92030  -0.07526  1.64934  -0.045
H  0.08102  2.26292  -1.40732  0.109
H  -1.38562  1.62667  -1.91781  0.111
H  -0.17312  -1.24412  -1.15993  0.144
H  0.19341  0.71714  -2.18938  0.107
H  2.72904  -0.24490  1.14685  0.074
C  -0.53625  -1.64178  0.86415  -0.235
H  -1.10964  1.05961  0.46714  0.187
N  -0.45183  0.62167  -0.18059  0.005
H  -1.87349  -0.84011  -0.73709  0.152

Forces on atoms 1 to 3 (eV/Å):
C 0.6 -0.5 0.7
H -0.1 0.0 0.1
C 1.3 1.9 0.5